Formula: C26H20IMnN4Se
Source: the Open Molecules 2025 dataset
Level of theory: the ωB97M-V functional and the def2-TZVPD basis

- Kohn-Sham gap (spin up / spin down): 0.27968 / 0.26653 Eh
- HOMO level (spin up / spin down): -7.9 / -7.9 eV
- 2S+1: 5
- Max |F|: 5.6 eV/Å
- Energy above the lowest of the compared OMol25 structures with the same formula, charge and spin: 33.06 kJ/mol

Atoms and positions in Å:
Mn (-0.9698, -0.6262, -1.0348)
C (2.0774, -0.4538, 0.4953)
N (1.0117, -1.1411, -0.2998)
C (1.3333, -2.4039, -0.6220)
C (0.5311, -3.0573, -1.5564)
C (0.4276, -4.3362, -2.1541)
C (-0.6725, -4.3172, -3.0095)
C (-1.2306, -3.0346, -2.8840)
N (-0.5932, -2.2823, -1.9551)
C (3.3603, -0.2069, -0.3004)
C (4.5433, -0.0483, 0.4209)
C (5.7146, 0.4502, -0.2168)
C (5.7228, 0.3234, -1.5816)
C (4.5880, 0.0711, -2.3567)
C (3.3626, -0.1489, -1.7461)
H (2.4275, -1.0435, 1.3582)
H (1.6485, 0.5256, 0.7953)
H (2.0556, -3.0051, -0.0622)
H (1.0307, -5.2029, -1.9073)
H (-0.8989, -5.1019, -3.6447)
H (-2.0757, -2.5897, -3.4061)
H (4.4944, -0.2196, 1.5120)
H (6.5954, 0.7451, 0.3519)
H (6.6944, 0.4901, -2.1005)
H (4.7320, 0.0188, -3.4182)
H (2.4995, -0.1899, -2.3377)
Se (-4.7261, 0.1351, -3.9391)
C (-3.3342, -0.0427, -2.7870)
N (-2.4565, -0.0389, -1.9894)
I (-5.9382, -3.4459, 0.9598)
C (-4.1733, -2.3640, 1.3517)
C (-4.0684, -1.4994, 2.4811)
C (-3.0080, -0.6202, 2.5142)
C (-1.8593, -0.8816, 1.7584)
N (-1.9437, -1.6863, 0.6626)
C (-3.0376, -2.4528, 0.5103)
H (-4.8571, -1.5282, 3.1924)
H (-2.9324, 0.2704, 3.1802)
H (-0.9212, -0.4368, 1.9415)
H (-3.0640, -3.0425, -0.4147)
C (-0.7561, 1.0481, -0.2754)
C (-0.8913, 2.0606, 0.4643)
C (-0.9356, 3.3060, 1.0726)
C (0.2685, 3.8652, 1.7083)
C (0.2534, 4.9849, 2.5046)
C (-0.9891, 5.6469, 2.6754)
C (-2.1562, 5.1863, 2.0289)
C (-2.0884, 4.0415, 1.3182)
H (1.1919, 3.2985, 1.5470)
H (1.1529, 5.2315, 2.9485)
H (-1.0612, 6.4498, 3.3042)
H (-3.1505, 5.6817, 2.1768)
H (-2.9283, 3.6179, 0.7654)



Formula: C26H20IN4O8PW
Source: the Open Molecules 2025 dataset
Level of theory: the ωB97M-V functional and the def2-TZVPD basis

- Kohn-Sham gap (spin up / spin down): 0.22960 / 0.21091 Eh
- HOMO level (spin up / spin down): -14.6 / -15.2 eV
- Total charge: +2
- 2S+1: 3
- Max |F|: 1.0 eV/Å
- Energy above the lowest of the compared OMol25 structures with the same formula, charge and spin: 57.06 kJ/mol

Atoms and positions in Å:
W (2.0758, -0.5762, 0.8218)
O (3.0200, 0.6896, 1.8867)
N (0.9471, -1.0174, 2.2933)
C (0.1258, -0.6242, 3.1789)
C (-1.1923, -0.1441, 2.8362)
C (-1.9974, 0.3937, 3.8378)
C (-3.2752, 0.8352, 3.5293)
C (-3.7523, 0.6969, 2.2373)
C (-2.9583, 0.1380, 1.2323)
C (-1.6665, -0.2631, 1.5168)
P (-0.6984, -1.1011, 0.2290)
C (-1.2212, -2.8194, 0.2581)
C (-2.0257, -3.3628, -0.7482)
C (-2.4792, -4.6684, -0.6344)
C (-2.1415, -5.4347, 0.4703)
C (-1.3582, -4.8926, 1.4841)
C (-0.9001, -3.5933, 1.3824)
C (-0.9817, -0.3252, -1.3440)
C (-1.4815, 0.9834, -1.3986)
C (-1.6407, 1.6022, -2.6249)
C (-1.2735, 0.9419, -3.7932)
C (-0.7264, -0.3346, -3.7387)
C (-0.5629, -0.9642, -2.5191)
H (3.8444, 0.4267, 2.3158)
H (0.3988, -0.6808, 4.2372)
H (-1.6175, 0.4741, 4.8487)
H (-3.8976, 1.2711, 4.2982)
H (-4.7570, 1.0179, 1.9965)
H (-3.3662, 0.0219, 0.2368)
H (-2.3382, -2.7696, -1.5936)
H (-3.1098, -5.0802, -1.4105)
H (-2.4974, -6.4528, 0.5512)
H (-1.1113, -5.4847, 2.3548)
H (-0.2988, -3.1824, 2.1832)
H (-1.7468, 1.5091, -0.4910)
H (-2.0531, 2.6014, -2.6714)
H (-1.4014, 1.4314, -4.7495)
H (-0.4178, -0.8339, -4.6468)
H (-0.0933, -1.9383, -2.4811)
O (3.3355, 6.0531, -2.4886)
N (3.7526, 4.9214, -2.5345)
O (4.6956, 4.5203, -3.1776)
C (3.0034, 3.9045, -1.7648)
C (1.9076, 4.2962, -1.0251)
C (1.2086, 3.3551, -0.2877)
C (1.6005, 2.0167, -0.2766)
O (1.0213, 1.0608, 0.4493)
C (2.6948, 1.6747, -1.1005)
C (3.4156, 2.5864, -1.8330)
N (2.9839, 0.2597, -1.1209)
O (3.8809, -0.3137, -0.3534)
O (1.9309, -0.5463, -1.2712)
N (0.0227, 3.8076, 0.4645)
O (-0.4642, 3.0333, 1.2686)
O (-0.3359, 4.9439, 0.2817)
H (1.5960, 5.3320, -1.0175)
H (4.2604, 2.3027, -2.4465)
I (3.7991, -2.6284, 1.9344)
C (2.2282, -2.6975, 0.5148)
H (1.4600, -3.3780, 0.8632)
H (2.6296, -2.9949, -0.4501)



Formula: C26H20P2
Source: the Open Molecules 2025 dataset
Level of theory: the ωB97M-V functional and the def2-TZVPD basis

- SMILES string: C(C#P(c1ccccc1)c1ccccc1)#P(c1ccccc1)c1ccccc1
- Kohn-Sham gap: 0.27692 Eh
- HOMO level: -6.8 eV
- Max |F|: 2.7 eV/Å

Atoms and positions in Å:
C (-0.3248, -0.5015, 0.2938)
C (-0.1821, 0.5077, -0.3969)
P (0.1952, 1.9494, -1.4706)
C (0.0472, 3.6665, -0.8200)
C (-0.0344, 3.8880, 0.5595)
C (-0.1241, 5.1756, 1.0928)
C (-0.1877, 6.2790, 0.2399)
C (-0.0632, 6.1209, -1.1394)
C (0.0548, 4.8091, -1.6633)
C (0.8503, 1.6493, -3.1602)
C (2.1885, 1.9360, -3.4764)
C (2.6427, 1.8237, -4.8103)
C (1.7593, 1.3777, -5.7826)
C (0.4376, 1.0871, -5.5003)
C (-0.0289, 1.2330, -4.1942)
P (-0.4938, -1.9611, 1.3830)
C (1.0035, -2.6833, 2.1122)
C (1.7955, -1.9096, 2.9321)
C (2.9226, -2.4810, 3.5046)
C (3.2707, -3.8150, 3.2338)
C (2.4419, -4.6032, 2.4322)
C (1.3121, -4.0302, 1.8620)
C (-2.1209, -2.6860, 1.7762)
C (-2.9569, -3.1438, 0.7779)
C (-4.1815, -3.7525, 1.0927)
C (-4.5764, -3.9476, 2.4271)
C (-3.7359, -3.4462, 3.4395)
C (-2.5030, -2.8360, 3.1289)
H (-0.0054, 3.0452, 1.2443)
H (-0.1333, 5.3333, 2.1783)
H (-0.2381, 7.2632, 0.6831)
H (-0.0824, 6.9880, -1.7559)
H (0.1604, 4.6849, -2.7473)
H (2.8983, 2.3526, -2.7700)
H (3.6542, 2.1014, -5.0861)
H (2.1022, 1.2871, -6.8217)
H (-0.2978, 0.8024, -6.2592)
H (-1.0852, 1.0912, -3.9197)
H (1.4867, -0.8873, 3.0768)
H (3.5640, -1.8583, 4.0889)
H (4.1628, -4.2184, 3.6315)
H (2.6736, -5.6514, 2.2390)
H (0.6924, -4.6543, 1.2333)
H (-2.6495, -3.0092, -0.2382)
H (-4.8214, -4.0527, 0.2875)
H (-5.5315, -4.3739, 2.6327)
H (-4.0493, -3.5221, 4.4697)
H (-1.9086, -2.4279, 3.9586)